(1)
This record from OMol25 describes a structure of composition C4H11NO2. The level of theory is ωB97M-V/def2-TZVPD.

Computed properties:
- energy above the lowest of the compared OMol25 structures with the same formula, charge and spin (kJ/mol) = 321.7
- HOMO energy (eV) = -8.7705
- HOMO-LUMO gap (eV) = 9.28
- spin multiplicity = 1
- LUMO level (eV) = 0.5

Geometry as XYZ:
```
18
Properties=species:S:1:pos:R:3:forces:R:3:mulliken_charge:R:1
O 1.340 1.359 -0.466 -2.9 -0.6 0.7 -0.742
C 0.123 1.306 -0.001 2.7 2.0 2.9 0.175
C -1.024 1.454 -0.988 1.2 -0.2 0.7 -0.523
N -0.455 0.375 -1.744 -1.9 -2.7 -4.3 -0.335
H -0.029 1.758 0.999 0.0 -0.3 -0.3 0.436
H -1.985 1.153 -0.584 0.0 0.2 0.0 0.299
H -1.007 2.404 -1.544 -0.1 -0.4 0.3 0.308
H -0.962 0.188 -2.618 0.4 -0.2 0.3 0.303
H 0.534 0.545 -1.922 0.6 0.7 0.1 0.290
H -0.425 -0.478 -1.075 -0.4 0.6 0.3 0.331
C 0.398 -1.065 1.410 -0.2 0.0 0.9 -0.248
O -0.460 -0.415 0.525 0.3 0.7 -0.7 -0.630
C 0.171 -2.581 1.377 0.7 0.3 -0.3 -1.154
H 0.223 -0.680 2.455 0.1 -0.3 -0.7 0.244
H 1.447 -0.869 1.182 0.2 0.2 -0.1 0.298
H 0.428 -2.974 0.381 0.1 0.1 0.3 0.290
H -0.863 -2.806 1.533 -0.7 -0.1 0.3 0.290
H 0.778 -3.098 2.136 -0.2 0.2 -0.2 0.366
```
Forces are in eV/Å.



(2)
This record from OMol25 describes an isolated molecule of C4H11NO2. The level of theory is ωB97M-V/def2-TZVPD.

Computed properties:
- energy above the lowest of the compared OMol25 structures with the same formula, charge and spin (kJ/mol) = 185.7
- HOMO energy (eV) = -9.3146
- SMILES = C[C@H](O)CNCO
- HOMO-LUMO gap (eV) = 10.15
- spin multiplicity = 1
- LUMO level (eV) = 0.8

Geometry as XYZ:
```
18
Properties=species:S:1:pos:R:3:forces:R:3:mulliken_charge:R:1
C -1.539 -1.608 -0.896 0.9 0.0 0.2 -1.327
C -0.397 -0.571 -0.992 -0.1 0.6 -0.5 0.462
O 0.483 -0.854 -2.071 -0.4 -1.9 -0.8 -0.593
C 0.393 -0.642 0.292 0.2 0.9 1.7 -0.852
N 1.340 0.507 0.512 -1.3 0.2 -0.2 -0.428
C 0.509 1.677 0.861 -0.4 0.3 -0.1 -0.219
O 0.569 1.982 2.258 0.0 -0.1 -0.4 -0.557
H -2.240 -1.423 -0.061 0.8 0.1 0.0 0.349
H -2.218 -1.533 -1.748 0.6 -0.7 -0.4 0.341
H -0.967 -2.555 -0.705 -1.3 0.3 -0.6 0.312
H -0.841 0.382 -1.299 0.0 0.3 1.0 0.315
H 1.090 -0.175 -2.359 -0.1 0.6 0.6 0.315
H -0.301 -0.645 1.164 0.1 -0.2 -0.5 0.374
H 0.938 -1.593 0.341 0.0 0.2 -0.3 0.402
H 1.830 0.339 1.383 0.3 -0.3 -0.1 0.282
H -0.546 1.449 0.654 0.2 -0.1 0.2 0.171
H 0.704 2.568 0.242 0.5 -0.3 0.3 0.327
H 1.192 2.695 2.424 0.1 0.0 -0.1 0.324
```
Forces are in eV/Å.



(3)
This record from OMol25 describes a cluster of 2 separate species, C4H11NO2 in total. The level of theory is ωB97M-V/def2-TZVPD.

Computed properties:
- energy above the lowest of the compared OMol25 structures with the same formula, charge and spin (kJ/mol) = 166.3
- HOMO energy (eV) = -9.8167
- SMILES = CC(C)C(N)=O.O
- HOMO-LUMO gap (eV) = 10.52
- spin multiplicity = 1
- LUMO level (eV) = 0.7

Geometry as XYZ:
```
18
Properties=species:S:1:pos:R:3:forces:R:3:mulliken_charge:R:1
C 1.749 -0.377 -0.336 -0.6 0.4 2.9 -1.262
C 0.191 -0.170 0.136 2.2 -0.8 2.1 0.910
C 0.049 0.719 1.440 -0.5 -1.5 0.6 -1.312
C -0.531 0.486 -0.941 -1.8 -0.3 -4.6 0.436
N 0.177 1.506 -1.659 -0.5 -2.6 2.1 -0.384
O -1.603 0.093 -1.477 2.5 1.2 2.2 -0.611
H 1.833 -0.849 -1.321 0.0 0.4 0.2 0.340
H 2.272 0.657 -0.227 -0.6 -2.0 -0.5 0.301
H 2.195 -1.096 0.466 -0.5 1.3 -1.5 0.347
H -0.248 -1.158 0.437 0.6 1.1 -0.7 -0.273
H 0.732 0.448 2.317 -0.8 0.2 -1.4 0.329
H -1.020 0.635 1.782 1.0 -0.1 -0.2 0.349
H 0.148 1.746 1.179 0.5 0.9 -0.1 0.320
H 1.014 1.926 -1.315 0.0 0.3 0.2 0.194
H -0.522 2.028 -2.077 -0.9 1.7 -1.4 0.250
O -2.335 -2.299 0.336 0.2 -0.8 -1.6 -0.629
H -2.722 -2.097 1.193 1.4 0.3 0.0 0.307
H -1.380 -2.199 0.067 -2.1 0.1 1.6 0.386
```
Forces are in eV/Å.



(4)
This record from OMol25 describes a cluster of 2 separate species, C4H11NO2 in total. The level of theory is ωB97M-V/def2-TZVPD.

Computed properties:
- energy above the lowest of the compared OMol25 structures with the same formula, charge and spin (kJ/mol) = 235.7
- HOMO energy (eV) = -10.0905
- SMILES = CC(N)=O.CCO
- HOMO-LUMO gap (eV) = 10.70
- spin multiplicity = 1
- LUMO level (eV) = 0.6

Geometry as XYZ:
```
18
Properties=species:S:1:pos:R:3:forces:R:3:mulliken_charge:R:1
C 2.152 -0.751 0.233 0.0 -5.3 5.2 -1.436
C 0.958 -1.211 1.173 -0.2 3.4 0.5 0.604
N 0.105 -2.110 0.635 1.5 -0.4 -1.9 -0.384
O 0.656 -0.615 2.241 1.4 -1.9 -2.5 -0.607
H 2.357 0.183 0.070 0.5 5.8 0.0 0.493
H 2.213 -1.150 -0.674 -0.8 -2.2 -4.0 0.528
H 3.114 -1.178 0.631 -0.9 0.4 0.4 0.343
H -0.559 -2.470 1.223 -1.9 -0.7 1.7 0.214
H 0.106 -2.543 -0.293 0.7 0.6 0.7 0.211
C -2.117 1.483 -1.110 1.7 -0.8 -2.1 -0.979
C -1.056 1.022 -0.086 0.6 0.0 -3.1 -0.047
O 0.064 1.898 -0.312 -0.7 0.3 -0.7 -0.506
H -1.539 1.387 -2.228 -1.9 0.1 3.0 0.197
H -2.156 2.559 -0.930 -0.8 -0.1 -0.2 0.293
H -3.111 0.928 -1.104 1.4 0.9 0.1 0.310
H -1.254 1.179 0.898 -1.5 0.2 2.9 0.393
H -0.781 -0.023 -0.214 0.0 0.1 -0.2 0.143
H 0.850 1.411 -0.153 1.0 -0.5 0.3 0.229
```
Forces are in eV/Å.



(5)
This record from OMol25 describes a cluster of 2 separate species, C4H11NO2 in total. The level of theory is ωB97M-V/def2-TZVPD.

Computed properties:
- energy above the lowest of the compared OMol25 structures with the same formula, charge and spin (kJ/mol) = 48.5
- HOMO energy (eV) = -9.4864
- SMILES = CCC(=O)NC.O
- HOMO-LUMO gap (eV) = 10.39
- spin multiplicity = 1
- LUMO level (eV) = 0.9

Geometry as XYZ:
```
18
Properties=species:S:1:pos:R:3:forces:R:3:mulliken_charge:R:1
C -1.216 0.082 -0.561 -0.1 0.7 -0.3 -1.108
C -0.576 -1.298 -0.575 -0.7 0.0 0.1 -0.384
C 0.620 -1.363 0.343 0.0 -0.1 -0.3 0.571
O 1.749 -1.527 -0.079 0.2 -0.1 -0.1 -0.625
N 0.385 -1.215 1.667 0.4 -0.2 1.0 -0.180
C 1.445 -1.494 2.622 -0.1 0.7 0.5 -0.896
H -0.493 0.833 -0.886 0.0 0.0 0.1 0.310
H -1.567 0.387 0.413 0.1 0.0 0.5 0.298
H -2.093 0.227 -1.198 0.1 -0.5 -0.2 0.336
H -1.306 -2.065 -0.299 0.0 0.0 0.1 0.276
H -0.237 -1.545 -1.569 0.2 0.0 -0.3 0.241
H -0.525 -1.137 2.076 -0.4 0.0 -0.5 0.240
H 1.630 -2.560 2.739 0.2 0.0 -0.2 0.284
H 2.337 -0.937 2.365 0.3 -0.3 -0.4 0.295
H 1.187 -1.091 3.606 -0.4 -0.1 -0.1 0.343
O -1.685 5.198 -2.783 -0.2 0.4 -0.5 -0.638
H -1.152 5.752 -3.367 0.3 -0.1 0.2 0.319
H -2.565 5.362 -3.145 -0.1 -0.2 0.3 0.319
```
Forces are in eV/Å.



(6)
This record from OMol25 describes a cluster of 2 separate species, C4H11NO2 in total. The level of theory is ωB97M-V/def2-TZVPD.

Computed properties:
- energy above the lowest of the compared OMol25 structures with the same formula, charge and spin (kJ/mol) = 290.5
- HOMO energy (eV) = -9.2638
- SMILES = CN[C@@H](C)C=O.O
- HOMO-LUMO gap (eV) = 9.90
- spin multiplicity = 1
- LUMO level (eV) = 0.6

Geometry as XYZ:
```
18
Properties=species:S:1:pos:R:3:forces:R:3:mulliken_charge:R:1
C 1.094 0.630 -0.682 1.3 0.5 -3.0 -0.775
N 1.267 -0.806 -0.373 -1.3 1.3 0.2 -0.371
C -0.022 -1.382 0.059 2.0 -2.9 1.6 0.106
C -0.367 -1.256 1.554 -0.4 -0.2 -0.7 -1.262
C -1.267 -1.295 -0.837 3.5 0.0 0.3 0.081
O -2.281 -1.137 -0.260 -2.7 0.2 -0.6 -0.469
H 2.028 1.212 -0.656 -0.1 -0.4 0.9 0.405
H 1.003 0.719 -1.844 -0.7 -0.3 1.8 0.286
H 0.299 1.233 -0.212 0.2 -0.7 0.2 0.037
H 1.912 -0.993 0.400 -0.2 0.5 -0.4 0.280
H 0.319 -2.427 0.233 -0.8 -0.3 -1.7 0.191
H 0.065 -1.953 2.259 0.8 -0.4 -0.4 0.355
H -0.134 -0.310 1.881 0.3 2.5 1.1 0.348
H -1.406 -1.427 1.646 -1.2 0.1 0.3 0.393
H -1.060 -1.389 -1.941 -0.7 0.1 0.5 0.319
O -0.693 3.808 -0.643 1.3 0.9 1.2 -0.646
H 0.010 3.903 0.048 -0.9 0.4 -0.9 0.335
H -0.767 2.869 -0.634 -0.5 -1.2 -0.4 0.386
```
Forces are in eV/Å.



(7)
This record from OMol25 describes a cluster of 3 separate species, C4H11NO2 in total. The level of theory is ωB97M-V/def2-TZVPD.

Computed properties:
- energy above the lowest of the compared OMol25 structures with the same formula, charge and spin (kJ/mol) = 294.9
- HOMO energy (eV) = -8.9497
- SMILES = C=N/C=C/C.O.O
- HOMO-LUMO gap (eV) = 9.60
- spin multiplicity = 1
- LUMO level (eV) = 0.7

Geometry as XYZ:
```
18
Properties=species:S:1:pos:R:3:forces:R:3:mulliken_charge:R:1
C 2.123 1.592 0.710 -0.2 -0.1 -1.5 -0.364
N 1.321 0.660 0.954 0.1 -0.2 3.6 -0.326
C -0.024 0.463 0.716 0.1 0.6 -3.3 -0.503
C -0.966 0.278 1.621 0.4 0.8 0.9 0.297
C -2.418 0.546 1.407 -0.2 -0.9 -0.1 -1.113
H 2.113 2.137 -0.252 -0.4 0.5 0.4 0.243
H 2.905 1.881 1.416 0.4 -0.6 -0.3 0.250
H -0.315 0.617 -0.335 -0.3 0.0 0.1 0.268
H -0.651 0.175 2.656 0.0 -0.2 0.0 0.324
H -2.666 0.916 0.418 0.2 0.0 -0.2 0.344
H -2.973 -0.382 1.570 -0.2 0.1 0.0 0.282
H -2.774 1.272 2.134 0.0 0.1 0.1 0.292
O 0.250 -0.919 -5.527 0.1 0.0 -0.1 -0.643
H 0.391 -0.738 -6.463 0.0 0.0 0.1 0.321
H 0.943 -1.544 -5.289 0.0 0.0 0.0 0.322
O 1.053 -2.497 1.730 0.1 0.0 0.1 -0.664
H 0.582 -2.906 0.998 0.0 0.2 0.0 0.309
H 1.105 -1.551 1.535 0.0 -0.2 0.0 0.360
```
Forces are in eV/Å.



(8)
This record from OMol25 describes a cluster of 3 separate species, C4H11NO2 in total. The level of theory is ωB97M-V/def2-TZVPD.

Computed properties:
- energy above the lowest of the compared OMol25 structures with the same formula, charge and spin (kJ/mol) = 199.2
- HOMO energy (eV) = -7.8481
- SMILES = C=C/C=C/N.O.O
- HOMO-LUMO gap (eV) = 8.48
- spin multiplicity = 1
- LUMO level (eV) = 0.6

Geometry as XYZ:
```
18
Properties=species:S:1:pos:R:3:forces:R:3:mulliken_charge:R:1
C -1.590 1.998 -0.851 0.9 0.0 0.5 -0.840
C -0.533 1.810 -0.055 0.0 0.1 -0.5 -0.281
C 0.631 0.938 -0.260 -1.0 0.6 0.8 -0.344
C 1.366 0.613 0.807 1.8 -0.7 -0.3 -0.098
N 2.571 -0.068 0.733 0.0 -0.1 -0.6 -0.396
H -2.320 2.723 -0.529 -0.3 0.0 -0.3 0.258
H -1.662 1.478 -1.791 -0.3 -0.1 -0.2 0.266
H -0.467 2.435 0.826 -0.1 -0.1 0.3 0.248
H 0.855 0.575 -1.252 0.2 0.0 -0.1 0.506
H 1.184 0.877 1.841 -0.6 0.4 -0.2 0.313
H 3.054 -0.414 1.533 -0.1 0.0 0.4 0.178
H 2.952 -0.378 -0.149 -0.2 0.1 0.1 0.183
O -2.005 -2.748 1.813 0.1 0.3 0.0 -0.653
H -1.544 -2.576 0.985 0.0 -0.1 -0.1 0.327
H -2.254 -1.864 2.105 -0.1 -0.1 0.1 0.314
O -0.362 -1.911 -1.694 0.2 0.1 0.2 -0.610
H 0.437 -1.429 -1.416 -0.5 -0.3 -0.4 0.321
H -0.313 -2.061 -2.646 0.2 0.1 0.2 0.307
```
Forces are in eV/Å.



(9)
This record from OMol25 describes a cluster of 2 separate species, C4H11NO2 in total. The level of theory is ωB97M-V/def2-TZVPD.

Computed properties:
- energy above the lowest of the compared OMol25 structures with the same formula, charge and spin (kJ/mol) = 177.9
- HOMO energy (eV) = -9.6651
- SMILES = CCCNC=O.O
- HOMO-LUMO gap (eV) = 10.35
- spin multiplicity = 1
- LUMO level (eV) = 0.7

Geometry as XYZ:
```
18
Properties=species:S:1:pos:R:3:forces:R:3:mulliken_charge:R:1
C -0.641 2.295 1.027 1.4 2.6 3.1 -1.179
C -0.734 0.850 1.326 0.0 -2.4 0.6 -0.043
C -1.292 0.059 0.120 -0.9 3.0 -2.0 -0.706
N -0.369 -0.035 -1.051 0.9 -2.9 2.2 -0.088
C 0.202 -1.241 -1.491 -0.7 -1.6 0.7 -0.108
O 0.087 -2.395 -1.020 0.2 3.3 -0.4 -0.558
H -0.536 2.904 2.051 -0.6 -1.2 -1.9 0.280
H 0.327 2.539 0.632 0.4 0.0 -0.9 0.298
H -1.405 2.790 0.446 -0.4 -0.2 -0.2 0.361
H 0.266 0.412 1.605 -1.0 0.6 -0.3 0.122
H -1.391 0.665 2.209 0.2 0.1 -0.7 0.302
H -1.617 -0.951 0.268 -0.7 -0.3 0.6 0.373
H -2.132 0.870 -0.324 1.4 -2.8 1.2 0.247
H -0.664 0.545 -1.754 -0.1 1.7 -2.2 0.284
H 0.835 -1.123 -2.397 -0.4 0.3 0.2 0.429
O 2.197 -0.126 0.732 0.0 -0.6 -0.6 -0.592
H 2.813 0.502 1.095 0.5 0.3 0.1 0.290
H 2.614 -0.519 -0.055 -0.1 0.3 0.6 0.288
```
Forces are in eV/Å.



(10)
This record from OMol25 describes a cluster of 2 separate species, C4H11NO2 in total. The level of theory is ωB97M-V/def2-TZVPD.

Computed properties:
- energy above the lowest of the compared OMol25 structures with the same formula, charge and spin (kJ/mol) = 286.9
- HOMO energy (eV) = -9.2105
- SMILES = CNCCC=O.O
- HOMO-LUMO gap (eV) = 9.73
- spin multiplicity = 1
- LUMO level (eV) = 0.5

Geometry as XYZ:
```
18
Properties=species:S:1:pos:R:3:forces:R:3:mulliken_charge:R:1
C 0.442 -2.342 -0.354 -1.5 0.4 0.9 -0.760
N -0.533 -1.202 -0.366 1.1 -0.9 -1.8 -0.436
C 0.128 0.070 -0.565 -1.4 3.0 2.1 -0.520
C -0.956 1.251 -0.745 0.3 -2.7 -3.2 -0.524
C -0.081 2.457 -0.761 -0.7 0.7 0.9 -0.087
O 0.257 2.977 -1.794 0.0 0.0 0.3 -0.465
H 1.325 -2.060 -0.899 0.5 0.0 0.2 0.282
H 0.574 -2.569 0.715 0.9 -0.2 -0.4 0.261
H 0.025 -3.241 -0.807 -0.1 0.1 -0.1 0.277
H -0.977 -1.197 0.536 -0.2 0.2 0.1 0.319
H 0.578 0.403 0.389 0.6 -0.3 -0.2 0.141
H 0.857 0.357 -1.321 0.1 -1.7 -0.5 0.424
H -1.882 0.862 -0.308 0.2 1.3 1.2 0.438
H -1.252 1.202 -1.819 0.1 -0.1 0.4 0.279
H 0.347 2.760 0.210 0.1 0.2 0.0 0.385
O 0.512 0.324 2.899 -0.6 0.3 -0.1 -0.647
H 0.984 -0.439 2.552 -0.2 0.0 -0.1 0.317
H -0.348 0.387 2.440 0.7 -0.2 0.3 0.317
```
Forces are in eV/Å.